Entry from the Open Molecules 2025 dataset: one molecule with the formula C10H8N4O at a distorted geometry (the ωB97M-V functional and the def2-TZVPD basis).

Positions of all 23 atoms, in Å:
O (-0.396, -3.629, -0.134)
N (3.310, -2.271, 2.099)
N (0.676, -3.087, -0.033)
N (1.590, -0.303, -0.170)
N (-0.648, -0.423, 0.392)
C (1.486, 1.839, -1.395)
C (0.926, -2.445, 1.234)
C (2.290, -2.431, 1.609)
C (0.563, 2.817, -1.756)
C (-0.815, 2.853, -1.297)
C (0.625, -1.011, 0.457)
C (0.962, 0.787, -0.667)
C (-1.909, -0.864, 0.913)
C (-1.299, 1.838, -0.593)
C (-0.504, 0.752, -0.287)
H (-2.186, -0.352, 1.845)
H (-2.678, -0.640, 0.204)
H (-1.553, 3.522, -1.688)
H (-2.358, 1.756, -0.204)
H (0.329, -2.555, 2.055)
H (2.578, 1.956, -1.658)
H (0.943, 3.789, -2.152)
H (-1.934, -1.895, 1.224)

Atomic forces in eV per Å
O 0.3 0.3 0.2
N 0.6 -0.2 0.0
N -0.5 -2.3 -0.9
N -1.8 -2.0 1.5
N 1.4 -0.4 0.1
C 0.1 1.3 -0.7
C 0.2 4.0 -3.7
C 1.0 0.3 0.5
C -0.2 1.9 0.8
C 2.2 0.3 -2.2
C 1.1 1.0 0.5
C -2.9 -0.6 0.9
C -0.3 0.2 1.5
C -3.2 -2.8 2.4
C 4.6 0.2 -1.1
H 0.3 0.4 -0.2
H -0.5 -0.2 -0.5
H 0.2 1.0 0.0
H 1.1 0.6 -0.8
H -2.1 -0.8 1.9
H -1.5 -0.4 0.4
H -0.3 -1.1 -0.2
H 0.3 -0.5 -0.6

The frontier orbital gap is 7.89 eV. For the LUMO energy, the calculation gives -0.85 eV. For the energy above the lowest of the compared OMol25 structures with the same formula, charge and spin, the calculation gives 196.8 kJ/mol. The value obtained for the HOMO energy is -8.7 eV.

Results of the Löwdin charge analysis, in e, for atoms 1 through 4: number 1, O, carries 0.0185; number 2, N, carries 0.1956; number 3, N, carries -0.0129; number 4, N, carries 0.1770